Model A:
{
  "formula": "C4H7O2",
  "method": "wB97M-V/def2-TZVPD",
  "elements": ["O", "C", "C", "C", "C", "O", "H", "H", "H", "H", "H", "H", "H"],
  "xyz": [[2.58148, 1.65641, -0.60945], [1.35185, 1.44169, -0.70880], [0.71279, 0.24929, -0.11405], [-0.58949, 0.18261, 0.54668], [-1.16995, -1.21740, 0.35568], [-0.20469, -2.21505, 0.46615], [0.66969, 1.95513, -1.62283], [0.58159, -0.28977, -1.11079], [1.49733, -0.41655, 0.45802], [-1.30827, 0.94027, 0.11756], [-0.62020, 0.20558, 1.64329], [-1.61253, -1.23839, -0.68183], [-1.88959, -1.25381, 1.26037]],
  "mulliken_charge": [-0.545, 0.036, -0.270, -0.285, -0.525, -0.872, 0.181, 0.208, 0.138, 0.194, 0.311, 0.211, 0.219],
  "smiles": "O=CCCC[O-]",
  "charge": -1,
  "gap_ha": 0.23966,
  "spin_multiplicity": 1,
  "homo_energy_ev": -2.568
}

Model B:
{
  "formula": "C4H7O2",
  "method": "wB97M-V/def2-TZVPD",
  "elements": ["O", "C", "C", "C", "C", "O", "H", "H", "H", "H", "H", "H", "H"],
  "xyz": [[-0.20538, -2.48747, -0.62152], [0.41228, -1.61885, 0.18076], [1.19058, -0.47334, -0.10789], [0.57579, 0.90930, 0.21992], [-0.97780, 0.89842, 0.01298], [-1.57145, 0.06014, -0.97584], [-0.06957, -1.50210, 1.16997], [2.13698, -0.44229, -0.70280], [1.20456, 1.55883, -0.38845], [1.22284, 1.26997, 1.22973], [-1.37224, 1.97071, -0.29204], [-1.40026, 0.64491, 0.99444], [-1.14633, -0.78825, -0.71926]],
  "mulliken_charge": [-0.759, -0.402, -0.365, -0.434, -0.365, -0.524, 0.258, 0.327, 0.247, 0.174, 0.265, 0.211, 0.367],
  "smiles": "[O-]/C=C/CCO",
  "charge": -1,
  "gap_ha": 0.23251,
  "spin_multiplicity": 1,
  "homo_energy_ev": -1.974
}

Stability ranking, top entry: model A; the second entry is 0.0328 hartree less favorable.